Arrangement i

8
Properties=species:S:1:pos:R:3 method="wB97M-V/def2-TZVPD" e_homo_ev="-9.0 / -8.8" e_lumo_ha="-0.057 / -0.051" gap_ha="0.2742 / 0.2719"
C -2.157 0.479 0.190
C -0.871 0.725 -0.396
C 1.275 -0.784 -0.132
C 0.281 0.046 -0.294
I 2.934 -0.590 1.146
H -1.967 0.424 1.300
H -0.993 1.499 -1.129
H 1.498 -1.799 -0.686

Arrangement ii

8
Properties=species:S:1:pos:R:3 method="wB97M-V/def2-TZVPD" e_homo_ev="-9.5 / -9.5" e_lumo_ha="-0.031 / -0.031" gap_ha="0.3162 / 0.3163"
C 0.565 -1.097 0.471
C 0.760 0.155 0.980
C -0.270 -0.538 -0.655
C -0.496 0.711 0.208
I -0.245 2.602 -0.791
H 0.911 -2.183 0.599
H 0.234 -0.551 -1.611
H -1.460 0.901 0.799

Arrangement iii

8
Properties=species:S:1:pos:R:3 method="wB97M-V/def2-TZVPD" e_homo_ev=-9.3 e_lumo_ha=0.007 gap_ha=0.3503
C 0.337 -1.067 -0.783
C -0.843 -0.341 -0.556
C 1.072 0.334 0.115
C -0.313 0.120 0.602
I -2.906 -0.446 -1.144
H 1.990 0.125 0.765
H 1.281 1.161 -0.656
H -0.618 0.115 1.657

Arrangement iv

8
Properties=species:S:1:pos:R:3 method="wB97M-V/def2-TZVPD" e_homo_ev=-9.1 e_lumo_ha=0.006 gap_ha=0.3410
C -0.345 0.849 -0.224
C -1.516 0.274 -0.025
C 0.041 -0.563 -0.285
C -0.122 -1.228 0.893
I 0.239 -3.230 1.038
H 0.244 1.614 -0.579
H 0.502 -0.907 -1.151
H -0.537 -0.524 1.707

arrangement iii is favored, and the nearest alternative lies 5.1 kcal/mol above it.

Arrangement i

8
Properties=species:S:1:pos:R:3 method="wB97M-V/def2-TZVPD" e_homo_ev=-9.6 smiles=C#CC#C.I e_lumo_ha=0.024 gap_ha=0.3785
C 1.698 2.242 0.409
C 1.360 1.231 -0.164
C 0.979 0.112 -0.837
C 0.725 -0.969 -1.297
H 2.118 2.976 0.971
H 0.462 -1.851 -1.921
I -2.907 -0.020 -0.047
H -2.737 -1.027 -1.234

Arrangement ii

8
Properties=species:S:1:pos:R:3 method="wB97M-V/def2-TZVPD" e_homo_ev="-9.1 / -9.0" e_lumo_ha="-0.146 / -0.146" gap_ha="0.1872 / 0.1869"
C -2.776 1.318 -0.600
C -1.781 0.820 -0.221
C 0.981 -0.262 0.007
C 1.367 -1.323 0.492
I 3.798 -0.923 0.758
H -3.713 1.882 -0.928
H 0.893 0.663 -0.515
H 1.232 -2.176 1.008

Arrangement iii

8
Properties=species:S:1:pos:R:3 method="wB97M-V/def2-TZVPD" e_homo_ev="-8.8 / -8.0" e_lumo_ha="-0.007 / -0.114" gap_ha="0.3157 / 0.1802"
C -0.685 -0.355 -0.607
C -0.114 0.870 -0.598
C -0.422 -0.257 0.752
C -0.516 1.195 0.746
I 3.248 -1.548 -1.573
H -1.229 -1.059 -1.349
H 0.169 -0.940 1.346
H -0.450 2.093 1.283

arrangement i is favored, and the nearest alternative lies 66.3 kcal/mol above it.

Arrangement i

8
Properties=species:S:1:pos:R:3 method="wB97M-V/def2-TZVPD" e_homo_ev=-9.6 smiles=C#CI.C#C e_lumo_ha=0.011 gap_ha=0.3649
C 0.478 1.930 -0.161
C 1.064 1.030 0.371
I 2.183 -0.360 1.302
H -0.050 2.710 -0.622
C -1.109 -0.832 -0.498
C -0.714 -1.814 0.058
H -1.513 -0.010 -1.014
H -0.339 -2.654 0.566

Arrangement ii

8
Properties=species:S:1:pos:R:3 method="wB97M-V/def2-TZVPD" e_homo_ev=-9.2 smiles="C#CC(=C)I" e_lumo_ha=0.010 gap_ha=0.3498
C 0.655 -2.039 0.001
C 0.166 -0.942 0.000
C -0.451 0.319 0.000
C 0.186 1.481 0.001
I -2.586 0.241 0.000
H 1.096 -2.991 -0.001
H -0.332 2.423 0.000
H 1.264 1.508 0.000

arrangement ii is favored, and the nearest alternative lies 47.6 kcal/mol above it.

Arrangement i

18
Properties=species:S:1:pos:R:3 method="wB97M-V/def2-TZVPD" e_homo_ev="-14.0 / -14.0" total_charge=+1 multiplicity=2 e_lumo_ha="-0.125 / -0.297" gap_ha="0.3893 / 0.2179"
C 1.302 0.440 2.350
C 1.378 1.395 1.294
O 2.015 2.548 1.576
O 1.027 1.132 0.122
H 2.321 0.331 2.920
H 0.587 -0.308 1.849
H 0.672 0.730 3.175
C -0.769 -0.519 -1.751
C -2.008 -0.452 -0.935
N -0.291 -1.921 -1.660
H -1.232 -0.309 -2.793
H 0.224 -0.078 -1.648
H -2.178 0.496 -0.357
H -2.013 -1.208 -0.171
H -0.600 -2.739 -2.133
H 0.390 -1.948 -0.895
H 1.993 3.090 0.756
H -2.817 -0.679 -1.699

Arrangement ii

18
Properties=species:S:1:pos:R:3 method="wB97M-V/def2-TZVPD" e_homo_ev="-14.6 / -14.6" total_charge=+1 multiplicity=2 e_lumo_ha="-0.124 / -0.320" gap_ha="0.4124 / 0.2157"
C 0.341 0.529 0.953
C 1.221 -0.731 0.923
C 0.983 -1.483 -0.398
O 1.542 -0.853 -1.565
N -1.028 0.384 0.510
C -1.599 1.268 -0.497
O -2.555 0.590 -1.213
H 0.264 0.919 1.980
H 0.824 1.273 0.314
H 1.107 -1.370 1.794
H 2.264 -0.407 0.869
H 1.461 -2.458 -0.301
H -0.078 -1.540 -0.673
H 1.964 -0.019 -1.309
H -1.676 0.324 1.304
H -2.009 2.209 -0.110
H -0.763 1.652 -1.112
H -2.264 -0.288 -1.470

Arrangement iii

18
Properties=species:S:1:pos:R:3 method="wB97M-V/def2-TZVPD" e_homo_ev="-14.1 / -14.3" total_charge=+1 multiplicity=2 e_lumo_ha="-0.163 / -0.270" gap_ha="0.3546 / 0.2552"
N -1.473 -0.003 0.760
C -0.586 -1.041 0.808
C 0.480 -1.203 -0.038
C 1.318 -2.379 -0.016
C 2.008 -2.782 -1.110
H -0.960 0.879 0.597
H -1.934 0.136 1.655
H -0.814 -1.731 1.613
H 0.826 -0.740 -0.956
H 1.187 -3.145 0.752
H 2.325 -3.809 -1.213
H 2.291 -1.979 -1.788
H -2.391 3.485 0.466
H -1.017 3.098 -0.043
O -1.486 3.464 0.726
H 0.394 1.215 -1.403
H 1.044 2.552 -0.892
O 0.258 2.011 -0.900

Arrangement iv

18
Properties=species:S:1:pos:R:3 method="wB97M-V/def2-TZVPD" e_homo_ev="-15.2 / -15.1" total_charge=+1 multiplicity=2 e_lumo_ha="-0.117 / -0.316" gap_ha="0.4402 / 0.2400"
C -1.067 -0.887 0.339
O -1.078 -2.287 0.607
C 0.439 -0.290 0.169
C 0.700 1.031 -0.553
C 0.722 0.936 -1.988
O -0.297 1.920 -0.182
N 0.949 -0.193 1.660
H -1.284 -0.778 -0.738
H -1.924 -0.460 0.716
H -1.878 -2.604 1.006
H 0.884 -1.307 0.007
H 1.633 1.376 -0.260
H 0.961 -0.080 -2.352
H -0.187 0.808 -2.444
H 1.435 1.525 -2.510
H -1.189 1.682 -0.501
H 0.804 -1.097 1.980
H 0.337 0.489 2.266

arrangement iii is favored, and the nearest alternative lies 17.1 kcal/mol above it.